Record 1
This record from OMol25 describes a cluster of 2 separate species, C6H4ClF14O3S2 in total. The level of theory is ωB97M-V with the def2-TZVPD basis set.

Structure (XYZ):
```
30
C6H4ClF14O3S2, DFT ωB97M-V with the def2-TZVPD basis set
O -4.056 1.499 0.220
S -3.593 0.439 1.082
O -3.369 -0.933 0.045
F -3.380 -0.549 -1.340
O -2.082 0.886 1.390
C -1.222 -0.054 2.095
C -0.491 -1.047 1.194
C 1.014 -1.055 1.325
F 1.321 -1.109 2.654
F 1.495 -2.217 0.788
C 1.970 0.084 0.734
F 2.546 0.710 1.798
F 2.984 -0.487 0.048
C 1.471 1.303 -0.113
F 2.590 2.024 -0.364
F 0.675 2.044 0.686
C 0.696 1.240 -1.491
F -0.597 1.073 -1.295
F 0.867 2.476 -2.009
S 1.288 -0.004 -2.828
F 2.778 0.343 -2.430
F 1.224 -1.137 -1.729
F -0.185 -0.353 -3.263
F 1.337 1.097 -3.960
F 1.842 -1.066 -3.852
H -0.511 0.558 2.638
H -1.821 -0.642 2.826
H -0.844 -1.039 0.174
H -0.776 -2.029 1.576
Cl -3.172 -2.052 3.400
```

## Properties
gap between HOMO and LUMO = 7.0531 eV
E_HOMO = -4.86 eV
net charge = -1

Record 2
This record from OMol25 describes a structure of composition C38H32AsF6N3O4PPtS5. The level of theory is ωB97M-V with the def2-TZVPD basis set.

Structure (XYZ):
```
91
C38H32AsF6N3O4PPtS5, DFT ωB97M-V with the def2-TZVPD basis set
Pt 0.352 0.335 0.712
F -4.096 -3.605 2.041
C -3.408 -2.815 2.865
F -2.564 -3.555 3.564
F -4.248 -2.208 3.688
S -2.502 -1.517 1.852
O -3.058 -1.614 0.519
O -2.673 -0.294 2.564
N -1.002 -2.012 1.936
S -0.150 -2.595 0.759
O -0.244 -1.738 -0.440
O 1.163 -2.935 1.192
C -0.953 -4.213 0.328
F -2.176 -4.051 -0.167
F -0.201 -4.815 -0.593
F -1.016 -4.958 1.414
S 0.391 2.010 2.187
C -0.600 3.206 1.382
C -0.473 4.546 1.764
C -1.315 5.503 1.243
C -2.311 5.168 0.325
C -2.455 3.854 -0.063
C -1.596 2.881 0.450
S -1.810 1.193 0.013
H 0.302 4.817 2.470
H -1.197 6.534 1.550
H -2.963 5.929 -0.079
H -3.221 3.568 -0.773
C 3.515 -0.655 1.804
C 5.003 -0.795 1.507
As 5.921 -1.607 3.061
C 7.762 -1.385 2.456
C 8.117 -1.256 1.118
C 9.453 -1.154 0.750
C 10.446 -1.180 1.716
C 10.100 -1.316 3.055
C 8.769 -1.423 3.420
C 5.784 0.009 4.161
C 6.588 1.130 3.967
C 6.391 2.275 4.724
C 5.376 2.321 5.671
C 4.569 1.211 5.871
C 4.782 0.057 5.127
P 2.616 0.373 0.603
C 3.213 2.072 0.770
C 3.986 2.483 1.847
C 4.340 3.822 1.968
C 3.922 4.745 1.026
C 3.137 4.338 -0.049
C 2.782 3.008 -0.172
C 3.188 -0.215 -1.010
C 4.129 0.488 -1.761
C 4.619 -0.055 -2.940
C 4.186 -1.301 -3.369
C 3.267 -2.015 -2.613
C 2.770 -1.476 -1.437
H 3.318 -0.220 2.790
H 3.022 -1.628 1.791
H 5.480 0.165 1.293
H 5.142 -1.442 0.640
H 7.359 -1.231 0.344
H 9.716 -1.054 -0.295
H 11.486 -1.100 1.429
H 10.871 -1.342 3.814
H 8.510 -1.530 4.468
H 7.381 1.108 3.228
H 7.036 3.133 4.576
H 5.223 3.216 6.261
H 3.785 1.236 6.616
H 4.163 -0.816 5.305
H 4.313 1.785 2.608
H 4.944 4.133 2.810
H 4.202 5.786 1.125
H 2.801 5.058 -0.784
H 2.156 2.690 -0.999
H 4.490 1.450 -1.425
H 5.349 0.495 -3.519
H 4.575 -1.721 -4.287
H 2.944 -2.997 -2.932
H 2.073 -2.047 -0.842
S -1.107 1.231 -2.005
C -2.268 0.152 -2.722
N -2.661 -0.954 -2.056
C -3.596 -1.779 -2.549
C -4.095 -1.532 -3.803
C -3.581 -0.423 -4.475
N -2.706 0.418 -3.936
H -2.267 -1.172 -1.135
H -3.889 -2.600 -1.908
H -4.840 -2.173 -4.246
H -3.902 -0.187 -5.482
```

## Properties
gap between HOMO and LUMO = 6.1334 eV
E_HOMO = -10.25 eV
net charge = +1

Record 3
This record from OMol25 describes the ion C4H6N3 with charge +1. The level of theory is ωB97M-V with the def2-TZVPD basis set.

Structure (XYZ):
```
13
C4H6N3, DFT ωB97M-V with the def2-TZVPD basis set
C 2.040 -1.003 -1.450
C 1.621 -0.397 -0.357
C -0.170 0.790 0.860
C -1.351 0.019 0.258
N 2.421 -1.557 -2.402
N 1.144 0.134 0.664
N -1.395 0.119 -1.108
H -0.125 1.770 0.374
H -0.304 0.923 1.932
H -1.460 -0.996 0.682
H -2.234 0.574 0.648
H 1.739 0.222 1.495
H -1.925 -0.598 -1.595
```

## Properties
gap between HOMO and LUMO (spin up / spin down) = 7.7674 / 7.1673 eV
E_HOMO (spin up / spin down) = -14.56 / -14.46 eV
net charge = +1

Record 4
This record from OMol25 describes a structure of composition C29H44GeN5O4ReSi3. The level of theory is ωB97M-V with the def2-TZVPD basis set.

Structure (XYZ):
```
87
C29H44GeN5O4ReSi3, DFT ωB97M-V with the def2-TZVPD basis set
Re 0.940 -0.851 0.493
O 2.804 5.003 1.643
C 3.753 4.442 2.159
O 4.793 4.673 2.706
C 3.414 2.869 1.980
C 2.547 2.260 2.871
C 1.895 1.105 2.458
N 2.113 0.586 1.225
C 3.111 1.077 0.445
C 3.763 2.255 0.791
C 3.381 0.266 -0.731
C 4.555 0.375 -1.478
C 4.810 -0.530 -2.488
C 3.863 -1.518 -2.743
C 2.708 -1.549 -1.991
N 2.450 -0.691 -0.996
C 0.954 0.317 3.232
C 0.738 0.503 4.596
C -0.085 -0.366 5.281
C -0.686 -1.403 4.575
C -0.457 -1.512 3.219
N 0.340 -0.681 2.538
H 2.364 2.699 3.836
H 4.495 2.693 0.134
H 5.265 1.151 -1.247
H 5.728 -0.485 -3.051
H 4.014 -2.244 -3.524
H 1.955 -2.304 -2.173
H 1.239 1.302 5.115
H -0.236 -0.259 6.342
H -1.323 -2.114 5.076
H -0.931 -2.294 2.646
C 0.568 -5.194 -0.040
C 0.469 -3.706 -0.164
N 0.998 -2.872 0.706
O 1.683 -3.326 1.796
C -0.240 -3.003 -1.183
C -0.886 -3.653 -2.352
N -0.262 -1.704 -0.928
O -1.084 -0.835 -1.635
H 0.266 -5.515 0.959
H 1.588 -5.537 -0.224
H -0.084 -5.689 -0.751
H 1.810 -4.294 1.754
H -0.538 -4.672 -2.478
H -0.653 -3.099 -3.255
H -1.969 -3.670 -2.226
C 0.544 0.277 -3.819
Si -1.196 -0.266 -3.276
C -2.265 1.260 -2.927
C -2.143 -1.490 -4.380
Ge -1.121 0.748 0.242
Si -3.299 -0.415 0.883
C -3.544 -0.119 2.765
C -4.696 0.381 -0.149
C -3.200 -2.281 0.447
Si -0.656 3.317 0.078
C -0.633 3.545 1.975
C -2.179 4.195 -0.662
C 0.991 3.599 -0.839
H 0.579 0.449 -4.890
H 1.318 -0.448 -3.589
H 0.819 1.213 -3.337
H -2.530 1.742 -3.861
H -1.737 1.990 -2.317
H -3.193 1.012 -2.422
H -2.710 -0.929 -5.119
H -2.861 -2.089 -3.827
H -1.499 -2.164 -4.940
H -2.843 0.614 3.158
H -3.420 -1.034 3.339
H -4.546 0.252 2.960
H -4.602 1.461 -0.209
H -5.666 0.168 0.291
H -4.712 -0.021 -1.159
H -2.273 -2.743 0.777
H -3.270 -2.398 -0.629
H -4.023 -2.837 0.886
H -1.604 3.880 2.331
H 0.094 4.302 2.258
H -0.383 2.630 2.509
H -3.080 3.594 -0.576
H -2.046 4.461 -1.706
H -2.353 5.122 -0.122
H 1.512 2.670 -1.061
H 1.647 4.215 -0.226
H 0.845 4.129 -1.776
```

## Properties
gap between HOMO and LUMO = 5.2085 eV
E_HOMO = -12.59 eV
net charge = +2

Record 5
This record from OMol25 describes the molecule C3H4O3. The level of theory is ωB97M-V with the def2-TZVPD basis set.

Structure (XYZ):
```
10
C3H4O3, DFT ωB97M-V with the def2-TZVPD basis set
O -0.849 -1.835 0.828
C -0.333 -0.709 0.315
C 0.827 -0.109 0.573
O 1.041 0.863 -0.406
C -0.253 1.093 -0.888
O -0.999 -0.123 -0.711
H -0.065 -2.246 1.197
H 1.487 -0.129 1.426
H -0.216 1.338 -1.948
H -0.742 1.887 -0.301
```

## Properties
gap between HOMO and LUMO = 8.7491 eV
E_HOMO = -8.04 eV
SMILES = OC1=COCO1